{"formula": "C20H28Cl2FN3O6S3SiV", "method": "ωB97M-V with the def2-TZVPD basis set", "symbols": ["V", "O", "S", "O", "O", "O", "C", "Si", "C", "C", "N", "C", "C", "C", "C", "C", "C", "F", "H", "H", "H", "H", "H", "H", "H", "H", "H", "H", "H", "H", "H", "C", "C", "O", "N", "C", "C", "C", "C", "C", "C", "N", "H", "H", "H", "H", "H", "H", "H", "H", "H", "H", "Cl", "C", "Cl", "H", "H", "C", "O", "C", "S", "S", "H", "H", "H"], "positions_angstrom": [[0.5814, -0.3418, 0.2419], [3.1753, -2.0976, -0.7149], [2.3323, -2.9778, 0.0723], [1.8035, -4.1038, -0.6581], [0.9048, -2.0379, 0.2022], [2.7120, -3.1922, 1.4341], [-3.4034, 2.0643, 0.9083], [-1.8154, 2.0797, -0.0799], [-1.2502, 3.8500, -0.3897], [-2.2578, 1.4331, -1.7841], [-0.5647, 1.1707, 0.7869], [-0.5262, 1.3953, 2.1764], [-0.7684, 2.6008, 2.8437], [-0.7106, 2.6775, 4.2288], [-0.4086, 1.5667, 5.0024], [-0.1585, 0.3529, 4.3759], [-0.2320, 0.3230, 3.0088], [0.0220, -0.8601, 2.3477], [-4.2016, 2.5121, 0.3103], [-3.3471, 2.6048, 1.8522], [-3.6894, 1.0329, 1.1296], [-2.0676, 4.4020, -0.8624], [-0.4073, 3.8739, -1.0837], [-0.9527, 4.4030, 0.4995], [-2.7727, 2.2508, -2.2979], [-2.9482, 0.5926, -1.7194], [-1.4158, 1.1381, -2.4082], [-0.9940, 3.4921, 2.2796], [-0.8979, 3.6300, 4.7071], [-0.3549, 1.6417, 6.0793], [0.1006, -0.5455, 4.9188], [-2.8708, -2.6081, -1.3172], [-1.5420, -1.9111, -1.4081], [-1.2702, -0.9985, -0.6136], [-0.7483, -2.2955, -2.4099], [0.5978, -1.8298, -2.7490], [0.7925, -0.3359, -2.8094], [0.9006, 0.2802, -4.0421], [1.1687, 1.6404, -4.1220], [1.3430, 2.3532, -2.9567], [1.2334, 1.6829, -1.7511], [0.9453, 0.3793, -1.6758], [-3.3514, -2.3293, -0.3851], [-2.7415, -3.6901, -1.3389], [-3.4990, -2.3119, -2.1591], [-1.0568, -3.1067, -2.9193], [0.7919, -2.2122, -3.7491], [1.3434, -2.2757, -2.0986], [0.7817, -0.3125, -4.9382], [1.2517, 2.1237, -5.0865], [1.5801, 3.4071, -2.9575], [1.3635, 2.1919, -0.8077], [-1.2780, -3.7559, 1.6362], [-2.5610, -4.3244, 2.6953], [-4.1820, -3.9241, 2.0774], [-2.4543, -3.8469, 3.6616], [-2.5007, -5.4025, 2.7776], [6.0481, -0.6889, 0.2785], [4.7972, -0.4053, 0.9142], [3.9236, 0.3402, 0.2755], [4.2130, 1.1354, -1.1228], [2.4588, 0.3997, 1.2868], [6.5906, -1.3033, 0.9897], [6.5823, 0.2355, 0.0637], [5.8621, -1.2320, -0.6467]], "lowdin_spin": [1.06, 0.00, 0.00, 0.00, -0.05, 0.00, 0.00, 0.00, 0.00, 0.00, -0.02, 0.00, 0.00, 0.00, 0.00, 0.00, 0.00, 0.01, 0.00, 0.00, 0.00, 0.00, 0.00, 0.00, 0.00, 0.00, 0.00, 0.00, 0.00, 0.00, 0.00, 0.00, 0.00, 0.01, 0.00, 0.00, 0.00, 0.00, 0.00, 0.00, 0.00, -0.01, 0.00, 0.00, 0.00, 0.00, 0.00, 0.00, 0.00, 0.00, 0.00, 0.00, 0.00, 0.00, 0.00, 0.00, 0.00, 0.00, 0.00, 0.01, 0.00, -0.01, 0.00, 0.00, 0.00], "spin_multiplicity": 2, "homo_ev": [-7.92, -8.10], "s_squared": 0.77, "total_energy_ev": -131786.313, "lumo_energy_ev": [-1.19, -0.82]}